Here is a single C9H14 molecule from OMol25. Energies are from wB97M-V/def2-TZVPD.

Structure (XYZ):
```
23
Properties=species:S:1:pos:R:3
C -0.62 -0.87 -2.12
C -0.25 0.15 -0.92
C 1.01 -0.42 -0.42
C 2.19 0.37 -0.29
C 1.35 0.05 1.02
C 0.37 1.02 1.51
C -1.11 0.68 1.31
C -1.51 -0.73 1.08
C -1.38 0.28 -0.02
H 0.17 -1.16 -2.74
H -1.51 -0.21 -2.58
H -1.09 -1.71 -1.72
H -0.13 1.13 -1.29
H 1.22 -1.49 -0.64
H 3.06 -0.41 -0.38
H 2.33 1.32 -0.84
H 1.85 -0.75 1.68
H 0.54 2.03 1.16
H 0.71 1.18 2.55
H -1.83 1.35 1.68
H -0.68 -1.54 1.09
H -2.44 -1.22 1.35
H -2.24 0.95 -0.47
```

E_LUMO = 1.2 eV
Kohn-Sham gap = 10.20 eV
SMILES = CC1[C@H]2C[C@H]2C[C@@H]2C[C@H]12
multiplicity = 1
total charge = 0

Just the natural (NBO) charges please, in e? Sure, here they are: C -0.58; C -0.22; C -0.24; C -0.40; C -0.22; C -0.44; C -0.23; C -0.44; C -0.22; H 0.21; H 0.19; H 0.20; H 0.20; H 0.21; H 0.21; H 0.22; H 0.23; H 0.21; H 0.22; H 0.22; H 0.22; H 0.23; H 0.22

=====

Here is a molecular structure, C29H21Cl5N5OV from OMol25. Energies are from wB97M-V/def2-TZVPD.

Structure (XYZ):
```
62
Properties=species:S:1:pos:R:3
V 0.70 0.22 0.19
C 0.05 3.44 1.24
C -0.83 2.45 1.94
C -1.72 2.89 2.92
C -2.45 1.98 3.64
C -2.25 0.63 3.40
C -1.36 0.25 2.42
N -0.69 1.14 1.65
C -1.06 -1.19 2.17
C -1.54 -2.23 2.96
C -1.22 -3.53 2.59
C -0.48 -3.76 1.45
C -0.02 -2.67 0.72
N -0.28 -1.43 1.12
C 0.68 -2.79 -0.58
C 1.32 -3.96 -0.96
C 1.85 -4.03 -2.24
C 1.72 -2.94 -3.08
C 1.10 -1.79 -2.61
C 0.98 -0.59 -3.50
N 0.61 -1.70 -1.37
H 0.07 4.37 1.81
H -0.32 3.67 0.24
H 1.06 3.05 1.17
H -1.80 3.95 3.11
H -3.14 2.30 4.41
H -2.78 -0.11 3.99
H -2.13 -2.05 3.83
H -1.58 -4.36 3.19
H -0.29 -4.77 1.12
H 1.40 -4.79 -0.28
H 2.36 -4.93 -2.57
H 2.10 -2.98 -4.09
H 1.26 -0.83 -4.52
H 1.63 0.21 -3.15
H -0.05 -0.22 -3.50
N 0.13 5.14 -5.04
C 1.04 5.12 -4.03
O 1.88 5.98 -3.87
C 0.97 3.95 -3.08
C -0.18 3.19 -2.86
C -0.12 2.17 -1.93
N 0.98 1.88 -1.23
C 2.07 2.62 -1.43
C 2.10 3.66 -2.34
H 0.21 5.89 -5.71
H -0.43 4.35 -5.28
H -1.11 3.39 -3.37
H -1.00 1.57 -1.72
H 2.94 2.37 -0.84
H 2.99 4.26 -2.48
Cl 3.45 -0.42 -0.97
C 3.67 0.06 0.70
C 2.52 0.36 1.42
C 2.77 0.66 2.76
Cl 1.44 1.00 3.84
C 4.05 0.70 3.33
Cl 4.28 1.10 4.98
C 5.16 0.42 2.53
Cl 6.74 0.47 3.20
C 4.97 0.08 1.20
Cl 6.32 -0.30 0.20
```

E_LUMO (spin up / spin down) = -3.3 / -3.4 eV
Kohn-Sham gap (spin up / spin down) = 6.96 / 7.43 eV
multiplicity = 4
total charge = +1
expectation value of S² = 3.763

Just the natural (NBO) charges please, in e? Sure, here they are: V 1.22; C -0.64; C 0.26; C -0.23; C -0.12; C -0.24; C 0.26; N -0.54; C 0.17; C -0.21; C -0.12; C -0.21; C 0.19; N -0.52; C 0.18; C -0.22; C -0.12; C -0.23; C 0.27; C -0.65; N -0.51; H 0.24; H 0.23; H 0.24; H 0.24; H 0.24; H 0.23; H 0.23; H 0.24; H 0.24; H 0.23; H 0.24; H 0.23; H 0.23; H 0.24; H 0.23; N -0.80; C 0.64; O -0.57; C -0.06; C -0.23; C 0.05; N -0.54; C 0.06; C -0.19; H 0.42; H 0.40; H 0.23; H 0.21; H 0.23; H 0.27; Cl 0.04; C -0.08; C -0.53; C 0.03; Cl 0.00; C -0.12; Cl 0.07; C -0.08; Cl 0.08; C -0.09; Cl 0.06

=====

Here is a molecular structure, C4H8O from OMol25. Energies are from wB97M-V/def2-TZVPD.

Structure (XYZ):
```
13
Properties=species:S:1:pos:R:3
C -1.47 0.92 0.09
C -0.40 0.00 -0.44
C 1.07 0.24 -0.07
C 1.05 -1.25 0.29
O -0.38 -1.28 0.23
H -2.46 0.51 -0.11
H -1.36 1.06 1.17
H -1.40 1.90 -0.39
H -0.52 -0.15 -1.52
H 1.75 0.57 -0.86
H 1.18 0.89 0.81
H 1.43 -1.54 1.28
H 1.50 -1.89 -0.48
```

E_LUMO = 1.2 eV
Kohn-Sham gap = 10.79 eV
multiplicity = 1
total charge = 0

Just the natural (NBO) charges please, in e? Sure, here they are: C -0.63; C 0.11; C -0.45; C -0.06; O -0.53; H 0.22; H 0.21; H 0.21; H 0.16; H 0.21; H 0.20; H 0.18; H 0.16

=====

Here is a molecular structure, C16H14CsN2O2 from OMol25. Energies are from wB97M-V/def2-TZVPD.

Structure (XYZ):
```
35
Properties=species:S:1:pos:R:3
Cs 0.15 1.67 1.32
O 1.35 0.30 2.78
C 1.58 -0.97 2.87
C 1.10 -1.75 3.96
C 1.34 -3.11 4.07
C 2.09 -3.79 3.11
C 2.58 -3.05 2.04
C 2.32 -1.69 1.88
C 2.93 -1.02 0.67
N 2.38 -0.64 -0.40
C 0.93 -0.79 -0.55
C 0.42 -0.11 -1.82
N 0.92 1.27 -1.93
C 0.11 2.25 -2.05
C -1.39 2.24 -2.11
C -2.06 1.96 -3.30
C -3.44 2.00 -3.39
C -4.17 2.35 -2.25
C -3.53 2.65 -1.06
C -2.11 2.62 -0.93
O -1.49 2.88 0.18
H 0.53 -1.23 4.72
H 0.93 -3.65 4.92
H 2.29 -4.85 3.20
H 3.17 -3.56 1.28
H 4.02 -0.91 0.70
H 0.40 -0.40 0.31
H 0.68 -1.86 -0.61
H -0.67 -0.17 -1.85
H 0.81 -0.65 -2.68
H 0.59 3.23 -2.10
H -1.47 1.69 -4.17
H -3.94 1.77 -4.33
H -5.25 2.39 -2.29
H -4.10 2.93 -0.17
```

E_LUMO = 2.3 eV
Kohn-Sham gap = 6.36 eV
multiplicity = 1
total charge = -1

Just the Löwdin charges please, in e? Sure, here they are: Cs 1.66; O -0.57; C -0.45; C -0.04; C -0.13; C -0.14; C -0.08; C -0.16; C -0.13; N 0.05; C -0.29; C -0.23; N 0.03; C -0.17; C -0.18; C -0.08; C -0.14; C -0.13; C -0.04; C -0.45; O -0.57; H 0.10; H 0.09; H 0.08; H 0.10; H 0.11; H -0.04; H 0.12; H 0.11; H 0.11; H 0.11; H 0.11; H 0.08; H 0.09; H 0.10

=====

Here is a gas-phase ion, C9H9NO2P (charge -1) from OMol25. Energies are from wB97M-V/def2-TZVPD.

Structure (XYZ):
```
22
Properties=species:S:1:pos:R:3
C -2.00 1.17 -0.36
C -2.68 0.27 -1.26
C -0.54 0.89 -0.12
C -1.96 -0.70 -1.92
C 0.14 -0.20 -0.73
C -0.50 -1.05 -1.73
C 1.44 -0.46 -0.21
C 1.59 -0.01 1.08
C 2.82 0.01 1.93
N 0.18 -1.99 -2.26
O 0.20 2.15 2.33
O -0.88 -0.16 2.54
P 0.03 0.77 1.79
H -2.50 1.90 0.24
H -3.68 0.52 -1.63
H -0.14 1.84 0.02
H -2.53 -1.53 -2.45
H 2.11 -1.15 -0.65
H 2.56 0.26 2.99
H 3.40 0.88 1.52
H 3.39 -0.95 1.83
H -0.44 -2.46 -2.94
```

E_LUMO (spin up / spin down) = 3.0 / 2.8 eV
Kohn-Sham gap (spin up / spin down) = 6.49 / 6.05 eV
multiplicity = 1
total charge = -1

Just the natural (NBO) charges please, in e? Sure, here they are: C -0.17; C -0.24; C -0.60; C -0.27; C 0.00; C 0.20; C -0.23; C -0.29; C -0.66; N -0.76; O -1.14; O -1.11; P 2.17; H 0.21; H 0.20; H 0.30; H 0.18; H 0.23; H 0.23; H 0.22; H 0.21; H 0.31

=====

Here is 2 unconnected molecules or ions with the total composition H4S2 from OMol25. Energies are from wB97M-V/def2-TZVPD.

Structure (XYZ):
```
6
Properties=species:S:1:pos:R:3
S -0.50 0.98 2.00
H -1.65 0.29 2.04
H 0.20 -0.04 2.52
S 0.63 -1.01 -2.35
H 0.32 0.14 -2.98
H 1.00 -0.36 -1.23
```

E_LUMO = 0.8 eV
Kohn-Sham gap = 10.47 eV
SMILES = S.S
multiplicity = 1
total charge = 0

Just the natural (NBO) charges please, in e? Sure, here they are: S -0.29; H 0.15; H 0.14; S -0.29; H 0.14; H 0.15

=====

Question: total charge of number 4 (C16H14CsN2O2)?
Answer: -1